DFT (wB97M-V/def2-TZVPD) results for a cluster of 11 separate species, C25H72O25S7 in total at a distorted geometry.

Values from the calculation:
* F_max: 4.2 eV/Å
* HOMO-LUMO gap: 9.6 eV
* energy relative to the best compared isomer or geometry (same formula, charge and spin): 0.0 kJ/mol

Structure (ORCA input):
```
! RIJCOSX wB97M-V def2-TZVPD def2/J DEFGRID3
* xyz 0 1
C 0.3179 0.6916 9.7204
C -0.5034 0.8941 8.4211
O 0.5237 1.3215 7.3999
S -0.0572 1.4715 5.9062
C -0.6267 3.1478 5.7578
O 1.1674 1.3637 5.1251
O -1.2447 0.6666 5.6992
H -0.2514 0.4010 10.6329
H 0.7559 1.7041 9.9552
H 1.1999 0.1307 9.5359
H -0.9609 -0.0067 8.1077
H -1.2697 1.6714 8.5907
H -1.0724 3.2380 4.7371
H 0.2070 3.7946 5.7302
H -1.4721 3.3732 6.4238
C -1.8034 -4.3211 -3.2049
C -0.3877 -4.2795 -3.8658
O 0.6098 -3.7731 -2.9209
S 1.5244 -4.6493 -2.0046
C 0.6279 -5.1335 -0.5912
O 2.0601 -5.7668 -2.7257
O 2.4508 -3.6397 -1.5025
H -1.9099 -3.3325 -2.7447
H -1.7255 -5.1064 -2.4306
H -2.5375 -4.5206 -3.9908
H -0.0606 -5.2544 -4.2802
H -0.3840 -3.6887 -4.8016
H 1.2945 -5.7239 0.0757
H -0.2513 -5.7958 -0.8168
H 0.2579 -4.2330 -0.0982
C -3.3702 -1.1672 -4.1238
C -3.6284 -0.4607 -2.7791
O -5.0575 -0.0838 -2.7060
S -5.5454 0.8060 -1.5252
C -5.4421 -0.1587 -0.0202
O -4.6327 1.9446 -1.3285
O -6.9373 1.0580 -1.7830
H -2.3140 -1.1993 -4.4007
H -3.9060 -0.6721 -4.9730
H -3.7731 -2.1395 -4.0344
H -3.4632 -1.1453 -1.9213
H -3.0087 0.4660 -2.7911
H -5.9742 0.4321 0.7533
H -4.3771 -0.2483 0.2466
H -5.9066 -1.1036 -0.1807
C -2.5844 3.9500 0.6702
C -1.2615 3.6808 1.3500
O -0.6479 5.0146 1.7084
S 0.4415 5.0822 2.8676
C 1.5008 6.2604 2.0306
O -0.0924 5.7458 4.0279
O 1.0805 3.7916 2.9593
H -3.1632 4.7085 1.2711
H -3.1159 3.0507 0.4800
H -2.5156 4.4532 -0.3011
H -1.5423 3.2377 2.3212
H -0.5525 3.0873 0.8624
H 2.1744 6.6943 2.7657
H 0.7384 6.9756 1.6451
H 1.9417 5.7831 1.1352
C 3.6145 -1.9112 -4.3988
C 2.5248 -2.3962 -5.3782
O 2.3216 -1.3068 -6.4165
S 0.8847 -0.7722 -7.0099
C 1.1188 0.9295 -6.5125
O 0.9532 -0.8772 -8.4301
O -0.1498 -1.4977 -6.2875
H 3.6425 -2.5138 -3.4853
H 3.5285 -0.8503 -4.1853
H 4.6925 -1.9610 -4.7247
H 2.8716 -3.2865 -5.9085
H 1.5824 -2.6253 -4.8181
H 2.1513 1.2602 -6.7191
H 1.0606 0.9390 -5.4411
H 0.2718 1.5084 -6.8914
C 1.7073 4.2507 -1.2472
C 0.6521 4.5623 -2.3378
O 0.0287 3.2283 -2.5927
S -0.8661 3.0133 -3.9077
C -2.2971 3.8472 -3.3536
O -0.2333 3.6797 -5.0105
O -1.1011 1.6254 -3.9945
H 1.3736 3.8513 -0.3300
H 2.4321 5.0752 -0.9926
H 2.3035 3.5069 -1.8280
H -0.1153 5.1784 -1.9082
H 1.0736 4.9734 -3.2350
H -2.0766 4.8935 -3.1190
H -2.5260 3.3367 -2.4192
H -3.1688 3.7607 -4.0016
C 0.8601 -0.5519 -1.9975
C -0.5224 -0.6837 -1.4779
O -0.6044 -1.4320 -0.2611
S -0.9736 -0.8226 1.1094
C 0.5249 -0.1688 1.7777
O -1.9027 0.1916 0.8964
O -1.2224 -1.9695 1.9432
H 1.3504 -1.5185 -1.9247
H 1.6000 0.1829 -1.5823
H 0.7936 -0.3058 -3.0606
H -1.0276 0.2643 -1.3516
H -1.0588 -1.3402 -2.2192
H 0.3930 0.1461 2.8581
H 0.8579 0.6544 1.1468
H 1.2386 -1.0020 1.5962
C 3.4054 -2.8562 1.7268
O 3.7016 -1.6402 2.3376
H 2.3824 -3.0933 1.6625
H 3.7612 -2.7736 0.7343
H 3.9456 -3.5694 2.3130
H 3.3311 -1.6314 3.2504
C 5.4691 0.0313 0.9479
O 4.1693 0.6644 1.0765
H 5.3901 -1.0477 0.9233
H 5.9281 0.4413 0.0360
H 6.0937 0.2936 1.8313
H 3.6294 -0.0129 1.5519
C 2.2949 -1.7230 6.1210
O 2.8614 -1.1639 4.9154
H 2.6431 -1.1045 6.9585
H 1.1962 -1.7121 6.0340
H 2.7503 -2.7165 6.2107
H 2.5253 -0.2630 4.8032
C -2.4849 -5.6503 1.3404
O -2.5870 -5.9673 -0.0754
H -2.2065 -4.6349 1.5138
H -3.4728 -5.8749 1.8264
H -1.7058 -6.2603 1.7763
H -3.1278 -5.2901 -0.4514
*
```


DFT (wB97M-V/def2-TZVPD) results for a structure of composition C25H73Li2N10O13 at a distorted geometry.

Values from the calculation:
* F_max: 10.7 eV/Å
* HOMO-LUMO gap: 6.6 eV

Structure (ORCA input):
```
! RIJCOSX wB97M-V def2-TZVPD def2/J DEFGRID3
* xyz 1 1
Li 3.4436 3.0716 1.1755
Li 3.0576 -0.5554 2.3875
C 0.5063 1.5092 0.8403
C 1.8033 0.7872 0.3811
C 2.1723 1.2429 -1.0286
O 2.8754 1.1540 1.2498
H 0.2430 1.1583 1.8381
H -0.2063 1.2020 0.0749
H 0.6292 2.5881 0.9346
H 1.8567 -0.2975 0.4741
H 1.3992 0.9067 -1.7196
H 3.1635 0.9913 -1.4060
H 2.2031 2.3286 -1.1196
C 5.4910 1.6274 -3.3506
O 5.9409 0.4698 -3.6684
N 5.6860 2.1994 -2.2876
N 4.6857 2.3417 -4.0746
H 6.3670 1.7714 -1.6768
H 4.9758 2.7454 -1.8210
H 4.4072 3.2241 -3.6696
H 4.3750 1.8294 -4.8877
C 1.1407 3.0309 4.7889
O 1.4515 4.1662 4.4728
N 0.6664 2.7132 5.9418
N 1.2454 2.0090 3.9974
H 0.2323 3.3991 6.5428
H 0.6920 1.7657 6.2907
H 0.9943 1.1337 4.4342
H 1.7676 2.0131 3.1328
C -2.4429 4.4668 3.8898
O -3.0433 4.2025 4.9159
N -2.0449 5.6334 3.4762
N -1.9414 3.5813 3.0744
H -2.2813 6.4033 4.0857
H -1.7830 5.6016 2.5013
H -1.8347 2.5870 3.2156
H -1.8078 3.9392 2.1394
C -1.2923 5.5992 -0.0521
O -0.9107 5.0604 0.9632
N -2.4991 6.0380 -0.3226
N -0.5809 5.7497 -1.1240
H -2.6006 6.3637 -1.2733
H -3.2471 5.8283 0.3229
H -0.9471 6.2586 -1.9158
H 0.3455 5.3474 -1.1367
C -2.7234 -1.1551 -6.9540
C -2.3834 -2.3817 -5.9937
C -1.2307 -3.2235 -6.6907
C -0.5743 -4.3198 -5.7873
C -0.0898 -3.7176 -4.4671
C -1.0379 -2.7317 -3.7701
N -1.7729 -1.8824 -4.7194
O -2.2420 -0.6575 -4.2295
C -2.0192 -3.6007 -2.9052
C -0.1190 -1.9231 -2.7884
C -3.7063 -3.2054 -5.7459
H -1.8773 -0.4930 -7.1378
H -3.4282 -0.4322 -6.5433
H -3.0906 -1.4755 -7.9290
H -1.7396 -3.7779 -7.4791
H -0.5112 -2.5718 -7.1865
H 0.1050 -4.8784 -6.4313
H -1.3419 -5.0505 -5.5327
H 0.9054 -3.3020 -4.6252
H 0.0266 -4.5690 -3.7964
H -1.4292 -4.1821 -2.1967
H -2.6861 -2.9256 -2.3689
H -2.6993 -4.1764 -3.5329
H -0.7417 -1.2437 -2.2063
H 0.1872 -2.7136 -2.1033
H 0.7252 -1.3685 -3.1980
H -3.5314 -4.2382 -5.4447
H -4.0824 -3.4558 -6.7378
H -4.5610 -2.8120 -5.1956
H -3.1391 -0.8114 -3.9242
C -2.1311 -4.8917 4.0235
C -0.9543 -3.9102 3.6842
C -0.6739 -3.9744 2.1089
C -1.6195 -3.2084 1.1766
C -1.7313 -1.7847 1.7866
C -2.1358 -1.6045 3.3038
N -1.2672 -2.4790 4.0872
O -1.5143 -2.2857 5.4513
C -1.9251 -0.0722 3.5270
C -3.6581 -2.0729 3.4721
C 0.3381 -4.3868 4.4090
H -2.6267 -4.5106 4.9164
H -1.5877 -5.8309 4.1278
H -2.8895 -5.0278 3.2525
H 0.3438 -3.7448 1.7935
H -0.7985 -5.0132 1.8033
H -2.6147 -3.6524 1.1557
H -1.3530 -3.0864 0.1267
H -2.4075 -1.2413 1.1266
H -0.7828 -1.3278 1.5042
H -2.3623 0.1067 4.5093
H -0.8891 0.2035 3.7239
H -2.3555 0.5138 2.7149
H -4.3026 -1.2333 3.2116
H -3.8121 -2.9155 2.7979
H -3.8942 -2.4239 4.4767
H 0.5357 -5.4322 4.1719
H 0.3717 -4.3179 5.4963
H 1.2387 -3.9071 4.0258
H -0.6646 -1.9129 5.6973
O -0.4838 3.4354 -3.5303
H -0.2238 3.2297 -2.6324
H -1.4303 3.2935 -3.5446
O 3.6310 -2.0493 1.2594
H 4.0196 -2.8853 1.5169
H 3.8811 -1.9408 0.3419
O 2.1240 4.5917 1.7807
H 1.8500 4.7338 2.6867
H 1.3280 4.7234 1.2657
O 3.6252 4.2678 -0.5189
H 3.1490 4.3431 -1.3458
H 3.9788 5.1439 -0.3650
O 5.3979 0.6828 0.1620
H 4.4859 0.8167 0.4198
H 5.4065 -0.1814 -0.2495
O 4.2953 0.3276 3.7022
H 4.5345 1.2096 3.9870
H 5.0091 -0.2278 4.0157
*
```